<one>
C5H10N | ωB97M-V with the def2-TZVPD basis set

Geometry as XYZ:
```
16
Properties=species:S:1:pos:R:3:mulliken_charge:R:1
N -0.3994 -1.5195 -1.3564 -0.16
C -0.2373 -0.2913 -0.4504 -0.18
C 0.1077 -0.4707 1.3961 -0.53
C 0.9417 0.8125 1.2049 -0.59
C 0.6222 0.9365 -0.2560 -0.15
C -0.8189 1.0875 -0.4043 -0.60
H 0.3335 -2.1880 -1.0465 0.41
H -0.1773 -1.3249 -2.2765 0.37
H -1.3665 -1.9088 -1.3905 0.37
H 0.6107 -1.4656 1.3205 0.29
H -0.7121 -0.4110 2.1049 0.28
H 0.5639 1.7344 1.5775 0.29
H 1.9839 0.6496 1.5203 0.34
H 1.2194 1.5086 -0.9639 0.40
H -1.4552 1.4105 0.4064 0.19
H -1.2162 1.4403 -1.3861 0.27
```

The net charge is +1. The SMILES is [NH3+][C@@]12CC[C@@H]1C2. For the gap between HOMO and LUMO, the calculation gives 10.338 eV. The value obtained for the LUMO energy is -3.78 eV.

<two>
C5H10N | ωB97M-V with the def2-TZVPD basis set

Geometry as XYZ:
```
16
Properties=species:S:1:pos:R:3:mulliken_charge:R:1
C 0.2292 -1.8060 -1.1700 -0.19
N 0.8670 -0.6991 -1.0671 0.00
C 0.7386 0.2485 0.0513 0.77
C 1.6614 1.1650 0.2133 -0.87
C -0.4891 0.1244 0.9121 -0.94
C -1.7594 0.6282 0.2821 -0.95
H 0.7405 -2.6525 -1.6543 0.29
H -0.7280 -1.9178 -0.6193 0.29
H 1.8836 -0.5827 -1.4201 0.35
H 1.4897 1.9864 0.9367 0.25
H 2.6693 1.2099 -0.2751 0.25
H -0.6851 -0.8662 1.3347 0.39
H -0.2426 0.6455 1.8616 0.36
H -1.7523 1.7288 0.0897 0.32
H -2.4357 0.6108 1.1295 0.34
H -2.1871 0.1768 -0.6051 0.33
```

The net charge is +1. The SMILES is C=[NH+]C(=C)CC. For the gap between HOMO and LUMO, the calculation gives 9.074 eV. The value obtained for the LUMO energy is -5.62 eV.

<three>
C5H10N | ωB97M-V with the def2-TZVPD basis set

Geometry as XYZ:
```
16
Properties=species:S:1:pos:R:3:mulliken_charge:R:1
C 2.0893 0.3055 0.5283 -0.98
C 0.9899 -0.1246 -0.3662 0.45
C 0.4443 -0.7054 -1.3617 -0.16
N -0.4450 -0.0291 -0.2485 0.09
C -1.1118 -1.0204 0.5638 -0.98
C -1.2761 1.1198 -0.2948 -0.79
H 1.5609 0.4380 1.5339 0.29
H 2.4585 1.2437 0.2325 0.34
H 2.9518 -0.4520 0.5087 0.32
H 0.4829 -0.9957 -2.4005 0.35
H -1.0964 -0.7714 1.7239 0.33
H -2.0298 -1.3571 0.0551 0.39
H -0.4420 -1.9607 0.5375 0.36
H -1.7549 1.4782 0.6362 0.31
H -0.6676 1.9334 -0.6905 0.37
H -2.1541 0.8978 -0.9577 0.31
```

The net charge is +1. The SMILES is CC1=C[N+]1(C)C. For the gap between HOMO and LUMO, the calculation gives 11.979 eV. The value obtained for the LUMO energy is -3.54 eV.

Energy relative to the most stable one, in kJ/mol: <one> 144.1; <two> 0.0; <three> 172.2

<one>
CH4N3P | ωB97M-V with the def2-TZVPD basis set

Geometry as XYZ:
```
9
Properties=species:S:1:pos:R:3:mulliken_charge:R:1
C -0.5096 0.7816 0.2116 -0.42
N 0.9757 0.5779 0.5006 -0.36
N 1.7649 -0.0867 -0.0810 0.50
N 1.7910 -0.9482 -0.9589 -0.61
P -1.3088 -0.5501 -0.7046 0.03
H -0.9148 0.9498 1.2089 0.28
H -0.5410 1.7128 -0.3589 0.33
H 2.7037 -1.2965 -1.2182 0.23
H -1.4887 -1.3809 0.4121 0.02
```

The net charge is 0. For the gap between HOMO and LUMO (alpha / beta), the calculation gives 7.563 / 7.809 eV. The value obtained for the LUMO energy (alpha / beta) is -1.07 / -0.86 eV.

<two>
CH4N3P | ωB97M-V with the def2-TZVPD basis set

Geometry as XYZ:
```
9
Properties=species:S:1:pos:R:3:mulliken_charge:R:1
H 0.8978 1.2196 1.6146 0.22
N 0.4204 0.3831 1.2277 -0.41
P 0.6374 -1.0729 1.7446 0.16
N -0.3715 -1.9105 0.6550 -0.49
H -0.4348 -1.5541 -0.3313 0.27
H -0.3321 -2.9212 0.7566 0.26
C -0.2686 1.8597 -1.8616 0.12
N -0.5166 1.6911 -2.9426 -0.34
H -0.0321 2.3051 -0.8628 0.21
```

The net charge is 0. The SMILES is [H]/N=P/N.C#N. For the gap between HOMO and LUMO, the calculation gives 9.833 eV. The value obtained for the LUMO energy is 0.25 eV.

<three>
CH4N3P | ωB97M-V with the def2-TZVPD basis set

Geometry as XYZ:
```
9
Properties=species:S:1:pos:R:3:mulliken_charge:R:1
C 0.4859 0.7553 -1.2904 -0.34
N -0.7967 -1.5672 -0.1187 -0.46
N -0.7377 -1.6487 0.9970 0.91
N -0.6399 -1.9441 2.1419 -0.71
P 0.5848 2.3385 -1.7902 -0.08
H 0.6546 0.4431 -0.2755 0.14
H 0.2518 -0.0210 -1.9996 0.29
H -0.6915 -1.2663 2.8788 0.26
H 0.8887 2.9103 -0.5432 -0.01
```

The net charge is 0. For the gap between HOMO and LUMO, the calculation gives 10.111 eV. The value obtained for the LUMO energy is 0.30 eV.

Energy relative to the most stable one, in kJ/mol: <one> 377.8; <two> 0.0; <three> 257.8